(1)
{"formula": "C2H8O", "method": "ωB97M-V with the def2-TZVPD basis set", "largest_force_ha_per_bohr": 0.0518, "e_above_lowest_kj_mol": 68.21, "smiles": "CC.O", "homo_lumo_gap_ha": 0.4589, "homo_ev": -11.356, "lumo_energy_ha": 0.042, "species": ["C", "C", "H", "H", "H", "H", "H", "H", "H", "H", "O"], "xyz": [[-2.002, 0.280, -1.097], [-2.345, -0.916, -0.074], [-1.058, 0.843, -0.922], [-2.811, 0.959, -1.097], [-2.216, -0.034, -2.126], [-1.628, -0.941, 0.836], [-3.439, -0.936, 0.095], [-2.050, -1.844, -0.666], [5.811, 1.003, 2.489], [5.983, 0.423, 1.009], [5.755, 1.163, 1.554]]}

(2)
{"formula": "C12H16OS", "method": "ωB97M-V with the def2-TZVPD basis set", "largest_force_ha_per_bohr": 0.0795, "e_above_lowest_kj_mol": 369.65, "homo_lumo_gap_ha": [0.2686, 0.2688], "homo_ev": [-7.379, -7.382], "lumo_energy_ha": [-0.003, -0.003], "species": ["C", "C", "C", "C", "C", "C", "C", "C", "C", "C", "C", "C", "O", "S", "H", "H", "H", "H", "H", "H", "H", "H", "H", "H", "H", "H", "H", "H", "H", "H"], "xyz": [[-4.986, 0.332, 0.267], [-4.326, 1.069, -0.715], [-4.299, -0.569, 1.053], [-3.001, 0.690, -1.025], [-2.981, -0.823, 0.839], [-2.328, -0.187, -0.210], [-0.607, -1.006, -2.144], [3.006, 0.229, -0.282], [1.994, 0.528, 0.571], [4.682, 0.086, 1.466], [4.306, -0.344, 0.055], [0.775, 1.055, 0.138], [-0.214, -1.880, 0.131], [-0.565, -0.640, -0.548], [-6.059, 0.365, 0.561], [-4.874, 1.766, -1.549], [-4.704, -1.286, 1.658], [-2.458, 1.230, -1.761], [-2.373, -1.415, 1.643], [0.310, -1.554, -2.280], [-0.782, -0.170, -2.720], [2.799, 0.565, -1.249], [1.979, 0.081, 1.557], [5.658, -0.318, 1.436], [4.157, -0.400, 2.243], [4.752, 1.204, 1.568], [4.193, -1.412, 0.124], [5.002, -0.249, -0.731], [0.156, 1.575, 0.839], [0.791, 1.478, -0.934]]}